(1)
An isolated molecule of C2H8N2 in a non-equilibrium geometry. Source: the OMol25 dataset; level of theory: the ωB97M-V functional and the def2-TZVPD basis.

ΔE to the lowest compared entry with this formula, charge and spin = 25.4 kJ/mol
SMILES = CNCN
Total energy = -190.48919 Eh
LUMO = 1.22 eV
HOMO energy = -0.324 Ha

```
! wB97M-V def2-TZVPD RIJCOSX def2/J DEFGRID3
* xyz 0 1
N 0.374 -0.437 0.355
N 1.004 1.344 -1.142
C -0.083 0.631 -0.506
C -0.717 -1.295 0.791
H 1.332 2.145 -0.619
H -1.043 -1.943 -0.032
H -0.403 -2.017 1.544
H 0.848 -0.079 1.171
H -0.789 0.277 -1.257
H 1.718 0.735 -1.505
H -0.640 1.391 0.050
H -1.601 -0.751 1.151
*
```

Just the Löwdin charges please, in e? Sure, here they are: atom 1 (N): -0.13, atom 2 (N): 0.00, atom 3 (C): -0.36, atom 4 (C): -0.16, atom 5 (H): 0.06, atom 6 (H): 0.07, atom 7 (H): 0.07, atom 8 (H): 0.10, atom 9 (H): 0.11, atom 10 (H): 0.06, atom 11 (H): 0.11, atom 12 (H): 0.07



(2)
A cluster of 2 separate species, C2H8N2 in total in a non-equilibrium geometry. Source: the OMol25 dataset; level of theory: the ωB97M-V functional and the def2-TZVPD basis.

ΔE to the lowest compared entry with this formula, charge and spin = 157.6 kJ/mol
SMILES = C=N.CN
Total energy = -190.43884 Eh
LUMO = 1.22 eV
HOMO energy = -0.323 Ha

```
! wB97M-V def2-TZVPD RIJCOSX def2/J DEFGRID3
* xyz 0 1
N -0.112 0.891 -1.725
N -0.500 -1.595 0.630
C 0.045 -0.859 1.746
C 0.218 2.105 -1.844
H -0.280 0.180 1.690
H 0.935 2.550 -2.543
H 0.562 0.141 -1.848
H -0.006 -1.180 2.793
H 0.005 -2.367 0.233
H -0.531 2.789 -1.446
H 1.135 -0.837 1.560
H -1.470 -1.818 0.754
*
```

Just the Löwdin charges please, in e? Sure, here they are: atom 1 (N): 0.01, atom 2 (N): -0.07, atom 3 (C): -0.22, atom 4 (C): -0.15, atom 5 (H): 0.06, atom 6 (H): 0.06, atom 7 (H): 0.03, atom 8 (H): 0.06, atom 9 (H): 0.05, atom 10 (H): 0.05, atom 11 (H): 0.07, atom 12 (H): 0.05



(3)
A cluster of 2 separate species, C2H8N2O in total in a non-equilibrium geometry. Source: the OMol25 dataset; level of theory: the ωB97M-V functional and the def2-TZVPD basis.

ΔE to the lowest compared entry with this formula, charge and spin = 244.1 kJ/mol
⟨S²⟩ = 0.75
Total energy = -265.63453 Eh
LUMO (spin up / spin down) = 1.56 / 4.11 eV
HOMO energy (spin up / spin down) = 0.043 / -0.152 Ha

```
! wB97M-V def2-TZVPD RIJCOSX def2/J DEFGRID3
* xyz -1 2
O 2.655 -0.622 1.853
N -0.976 -1.523 -1.333
N -0.598 1.940 0.250
C -1.132 0.521 -0.008
C -0.606 -0.227 -1.012
H 0.317 0.134 -1.281
H -1.746 0.087 0.783
H 0.216 2.102 -0.287
H -1.390 2.570 0.438
H -1.598 -1.562 -2.151
H 2.578 -1.235 1.114
H 1.887 -0.030 1.912
H -0.060 -1.771 -1.653
*
```

Just the Löwdin charges please, in e? Sure, here they are: atom 1 (O): -0.20, atom 2 (N): -0.05, atom 3 (N): -0.04, atom 4 (C): -0.22, atom 5 (C): -0.55, atom 6 (H): -0.01, atom 7 (H): 0.08, atom 8 (H): 0.00, atom 9 (H): 0.04, atom 10 (H): 0.02, atom 11 (H): -0.04, atom 12 (H): 0.00, atom 13 (H): -0.04



(4)
A cluster of 2 separate species, C2H8N2O in total in a non-equilibrium geometry. Source: the OMol25 dataset; level of theory: the ωB97M-V functional and the def2-TZVPD basis.

ΔE to the lowest compared entry with this formula, charge and spin = 251.7 kJ/mol
SMILES = C=O.NCN
Total energy = -265.68726 Eh
LUMO = -0.01 eV
HOMO energy = -0.332 Ha

```
! wB97M-V def2-TZVPD RIJCOSX def2/J DEFGRID3
* xyz 0 1
O 1.484 1.256 0.925
N -1.488 -0.441 0.921
N -0.953 -0.268 -1.601
C 2.270 0.565 0.191
C -1.045 -1.045 -0.311
H -1.668 -1.867 -0.496
H -0.007 -1.339 -0.190
H 3.167 -0.015 0.685
H -0.855 0.311 1.269
H -2.398 -0.006 0.896
H -1.968 -0.149 -1.889
H 2.082 0.210 -0.846
H -0.493 0.650 -1.348
*
```

Just the Löwdin charges please, in e? Sure, here they are: atom 1 (O): -0.08, atom 2 (N): -0.01, atom 3 (N): -0.04, atom 4 (C): -0.09, atom 5 (C): -0.38, atom 6 (H): 0.08, atom 7 (H): 0.08, atom 8 (H): 0.10, atom 9 (H): 0.06, atom 10 (H): 0.05, atom 11 (H): 0.07, atom 12 (H): 0.07, atom 13 (H): 0.06



(5)
A cluster of 2 separate species, C2H8N2O in total in a non-equilibrium geometry. Source: the OMol25 dataset; level of theory: the ωB97M-V functional and the def2-TZVPD basis.

ΔE to the lowest compared entry with this formula, charge and spin = 274.6 kJ/mol
SMILES = [H]/N=C/N.CO
Total energy = -265.67856 Eh
LUMO = 0.84 eV
HOMO energy = -0.314 Ha

```
! wB97M-V def2-TZVPD RIJCOSX def2/J DEFGRID3
* xyz 0 1
O -0.922 -1.089 -1.344
N 0.630 -0.127 1.363
N 1.512 0.150 -0.766
C 0.970 0.689 0.255
C -1.494 -0.237 -0.381
H 0.040 -0.900 -1.373
H -2.515 -0.592 -0.202
H 0.821 0.222 2.292
H -1.584 0.793 -0.747
H 0.816 1.755 0.448
H -0.862 -0.373 0.742
H 0.911 -1.090 1.240
H 1.678 0.800 -1.527
*
```

Just the Löwdin charges please, in e? Sure, here they are: atom 1 (O): -0.16, atom 2 (N): 0.00, atom 3 (N): 0.08, atom 4 (C): -0.34, atom 5 (C): -0.24, atom 6 (H): 0.02, atom 7 (H): 0.06, atom 8 (H): 0.10, atom 9 (H): 0.06, atom 10 (H): 0.13, atom 11 (H): 0.11, atom 12 (H): 0.11, atom 13 (H): 0.07



(6)
A cluster of 2 separate species, C2H8N2O in total in a non-equilibrium geometry. Source: the OMol25 dataset; level of theory: the ωB97M-V functional and the def2-TZVPD basis.

ΔE to the lowest compared entry with this formula, charge and spin = 146.7 kJ/mol
SMILES = C/N=C\N.O
Total energy = -265.72727 Eh
LUMO = 0.60 eV
HOMO energy = -0.336 Ha

```
! wB97M-V def2-TZVPD RIJCOSX def2/J DEFGRID3
* xyz 0 1
O -0.215 -3.490 2.451
N -0.769 1.673 -0.055
N 0.049 0.729 -2.086
C -0.757 1.520 -1.320
C 0.335 0.968 0.631
H 0.623 -3.408 2.884
H 0.791 0.146 -1.742
H -0.109 -2.990 1.640
H -1.492 2.020 -1.941
H 1.284 1.144 0.127
H -0.200 0.419 -3.011
H 0.345 1.364 1.648
H 0.115 -0.096 0.775
*
```

Just the Löwdin charges please, in e? Sure, here they are: atom 1 (O): -0.05, atom 2 (N): -0.04, atom 3 (N): 0.08, atom 4 (C): -0.34, atom 5 (C): -0.16, atom 6 (H): 0.02, atom 7 (H): 0.07, atom 8 (H): 0.02, atom 9 (H): 0.11, atom 10 (H): 0.07, atom 11 (H): 0.09, atom 12 (H): 0.06, atom 13 (H): 0.07



(7)
A cluster of 2 separate species, C2H8N2O in total. Source: the OMol25 dataset; level of theory: the ωB97M-V functional and the def2-TZVPD basis.

ΔE to the lowest compared entry with this formula, charge and spin = 170.2 kJ/mol
SMILES = N/C=C/N.O
Total energy = -265.71830 Eh
LUMO = 1.02 eV
HOMO energy = -0.295 Ha

```
! wB97M-V def2-TZVPD RIJCOSX def2/J DEFGRID3
* xyz 0 1
O -1.333 1.305 2.570
N 1.126 0.731 0.646
N -0.469 -1.404 -1.923
C 0.145 -0.958 -0.743
C 0.577 0.289 -0.584
H -0.753 -2.367 -1.958
H 0.294 -1.650 0.080
H 0.462 1.105 1.305
H 0.043 -1.162 -2.762
H 2.022 1.180 0.598
H -1.587 1.584 1.684
H -1.094 0.373 2.510
H 0.568 0.973 -1.423
*
```

Just the Löwdin charges please, in e? Sure, here they are: atom 1 (O): -0.06, atom 2 (N): 0.00, atom 3 (N): 0.02, atom 4 (C): -0.22, atom 5 (C): -0.25, atom 6 (H): 0.07, atom 7 (H): 0.11, atom 8 (H): 0.02, atom 9 (H): 0.08, atom 10 (H): 0.06, atom 11 (H): 0.04, atom 12 (H): 0.04, atom 13 (H): 0.10



(8)
A cluster of 2 separate species, C2H8N2O in total in a non-equilibrium geometry. Source: the OMol25 dataset; level of theory: the ωB97M-V functional and the def2-TZVPD basis.

ΔE to the lowest compared entry with this formula, charge and spin = 198.8 kJ/mol
SMILES = C/N=C\N.O
Total energy = -265.70744 Eh
LUMO = 0.80 eV
HOMO energy = -0.347 Ha

```
! wB97M-V def2-TZVPD RIJCOSX def2/J DEFGRID3
* xyz 0 1
O -2.984 -0.963 -0.704
N 0.002 -0.058 0.170
N 2.293 0.014 0.520
C 1.100 -0.628 0.093
C -0.030 1.482 0.101
H 1.021 -1.675 0.114
H -2.101 -0.921 -0.231
H 3.242 -0.318 0.610
H -2.740 -0.761 -1.635
H 0.490 1.854 0.977
H -1.044 1.738 0.116
H 2.316 1.002 0.521
H 0.204 1.972 -0.829
*
```

Just the Löwdin charges please, in e? Sure, here they are: atom 1 (O): -0.12, atom 2 (N): -0.03, atom 3 (N): 0.08, atom 4 (C): -0.29, atom 5 (C): -0.09, atom 6 (H): 0.10, atom 7 (H): 0.02, atom 8 (H): 0.08, atom 9 (H): 0.04, atom 10 (H): 0.07, atom 11 (H): 0.04, atom 12 (H): 0.04, atom 13 (H): 0.07



(9)
A cluster of 2 separate species, C2H8N2O in total in a non-equilibrium geometry. Source: the OMol25 dataset; level of theory: the ωB97M-V functional and the def2-TZVPD basis.

ΔE to the lowest compared entry with this formula, charge and spin = 186.5 kJ/mol
⟨S²⟩ = 0.75
Total energy = -265.40046 Eh
LUMO (spin up / spin down) = -4.96 / -7.66 eV
HOMO energy (spin up / spin down) = -0.554 / -0.554 Ha

```
! wB97M-V def2-TZVPD RIJCOSX def2/J DEFGRID3
* xyz 1 2
O 2.137 1.216 2.084
N -2.411 0.402 -0.739
N -0.124 -0.077 -0.620
C 0.808 -1.250 -0.504
C -1.322 -0.349 -1.051
H -2.500 0.406 0.286
H 0.046 0.854 -0.257
H 1.776 -0.932 -0.138
H -1.416 -1.194 -1.742
H 0.866 -1.653 -1.503
H 2.462 1.845 2.745
H 2.252 0.357 2.522
H 0.352 -1.958 0.185
*
```

Just the Löwdin charges please, in e? Sure, here they are: atom 1 (O): -0.08, atom 2 (N): 0.28, atom 3 (N): 0.06, atom 4 (C): 0.02, atom 5 (C): -0.14, atom 6 (H): 0.12, atom 7 (H): 0.17, atom 8 (H): 0.10, atom 9 (H): 0.17, atom 10 (H): 0.10, atom 11 (H): 0.05, atom 12 (H): 0.04, atom 13 (H): 0.10



(10)
A cluster of 2 separate species, C2H8N2O2 in total in a non-equilibrium geometry. Source: the OMol25 dataset; level of theory: the ωB97M-V functional and the def2-TZVPD basis.

ΔE to the lowest compared entry with this formula, charge and spin = 264.7 kJ/mol
⟨S²⟩ = 0.76
Total energy = -340.90461 Eh
LUMO (spin up / spin down) = 4.30 / 2.08 eV
HOMO energy (spin up / spin down) = -0.130 / -0.127 Ha

```
! wB97M-V def2-TZVPD RIJCOSX def2/J DEFGRID3
* xyz -1 2
O -0.150 -2.091 -0.325
O -0.513 2.137 -0.035
N 0.038 0.363 -1.509
N 0.869 0.390 0.685
C 0.425 1.302 -0.410
C -0.339 -0.052 1.392
H -0.656 0.737 2.062
H -0.185 -2.996 -0.599
H -0.633 0.701 -2.164
H -1.163 -0.274 0.685
H -0.190 -0.625 -1.174
H 1.297 -0.427 0.249
H -0.120 -0.973 1.889
H 1.320 1.809 -0.745
*
```

Just the Löwdin charges please, in e? Sure, here they are: atom 1 (O): -0.47, atom 2 (O): 0.03, atom 3 (N): 0.10, atom 4 (N): -0.07, atom 5 (C): -0.63, atom 6 (C): -0.19, atom 7 (H): 0.05, atom 8 (H): -0.15, atom 9 (H): 0.04, atom 10 (H): 0.06, atom 11 (H): 0.02, atom 12 (H): 0.07, atom 13 (H): 0.05, atom 14 (H): 0.11